No. 1
Below is one molecule with the formula C6H12O at a distorted geometry, with properties calculated with ωB97M-V/def2-TZVPD.

For the orbital gap, the calculation gives 0.39122 Eh. Its spin multiplicity is 1. The structure (SMILES) is C=CCCCCO.

Each line ends with the Löwdin charge.
CARTESIAN COORDINATES (ANGSTROEM)
1 C 0.72612 3.02080 -0.54238  -0.01
2 C 0.17666 2.05125 0.14739  -0.19
3 C -0.76007 1.00764 -0.39949  -0.22
4 C -0.06877 -0.11395 -1.18733  -0.22
5 C 0.61791 -1.12268 -0.27522  -0.18
6 C -0.38662 -2.09481 0.34419  -0.23
7 O -0.21630 -2.06811 1.79357  -0.10
8 H 0.62148 3.16635 -1.60702  0.06
9 H 1.33847 3.77028 -0.06501  0.05
10 H 0.37990 1.95978 1.20980  0.10
11 H -1.50266 1.46244 -1.06378  0.11
12 H -1.41936 0.61308 0.36702  0.10
13 H 0.59902 0.34170 -1.91871  0.11
14 H -0.78940 -0.57816 -1.85580  0.10
15 H 1.20170 -0.58589 0.46440  0.11
16 H 1.30522 -1.73203 -0.86197  0.11
17 H -0.14474 -3.12020 0.06560  0.11
18 H -1.41248 -1.80856 0.11915  0.11
19 H -0.50589 -2.92073 2.12526  0.07

Forces on atoms 1 to 2 (eV/Å):
C 0.5292 0.7976 -0.2618
C -0.6378 -0.8842 0.5880


No. 2
Below is an isolated ion of composition C5H12NS and charge +1 at a distorted geometry, with properties calculated with ωB97M-V/def2-TZVPD.

For the orbital gap, the calculation gives 0.31950 Eh. Its spin multiplicity is 1. The charge is +1. The structure (SMILES) is CC(C)(C=S)C[NH3+].

Each line ends with the Löwdin charge.
CARTESIAN COORDINATES (ANGSTROEM)
1 C 0.88555 -1.40769 -0.97664  -0.01
2 C -0.03937 -0.41523 -0.07559  -0.45
3 C 0.40214 -0.59589 1.52612  -0.01
4 C -1.53079 -1.00559 -0.19257  -0.55
5 S -2.89062 -0.11415 -0.05898  0.77
6 C 0.44569 1.02056 -0.58989  -0.14
7 N -0.37764 2.11364 -0.10426  0.17
8 H 0.20121 -2.12733 -1.42087  0.08
9 H 1.25581 -0.73023 -1.71500  0.06
10 H 1.63635 -1.89980 -0.38500  0.09
11 H -0.17068 -0.02347 2.20347  0.06
12 H 0.15902 -1.54870 1.86438  0.06
13 H 1.40204 -0.29323 1.72041  0.08
14 H -1.40555 -2.09528 -0.05525  0.08
15 H 1.43436 1.10832 -0.29081  0.11
16 H 0.30208 0.88173 -1.71113  0.16
17 H -0.29272 3.01316 -0.68816  0.22
18 H -0.14015 2.42950 0.84811  0.18
19 H -1.27671 1.68970 0.10168  0.05

Forces on atoms 1 to 2 (eV/Å):
C -2.0727 1.2639 1.3663
C 1.2501 -1.4533 1.4144


No. 3
Below is one molecule with the formula C5H11NO at a distorted geometry, with properties calculated with ωB97M-V/def2-TZVPD.

For the orbital gap, the calculation gives 0.37903 Eh. Its spin multiplicity is 1. The structure (SMILES) is C=C[C@@H](N)CCO.

Each line ends with the Löwdin charge.
CARTESIAN COORDINATES (ANGSTROEM)
1 C 0.88184 2.54620 -0.00830  0.00
2 C 0.60596 1.30798 -0.37084  -0.14
3 C -0.51530 0.43802 0.28952  -0.40
4 N -1.44388 -0.03899 -0.71104  0.03
5 C 0.22307 -0.68936 1.00326  -0.13
6 C 0.23753 -2.04489 0.15640  -0.26
7 O 0.67871 -1.81123 -1.15775  -0.10
8 H 1.63039 3.14079 -0.50700  0.05
9 H 0.36823 3.02760 0.81113  0.05
10 H 1.14560 0.82304 -1.17268  0.10
11 H -1.01391 1.07137 1.04280  0.13
12 H -2.26956 -0.44786 -0.28932  0.09
13 H -1.68277 0.66462 -1.40174  0.09
14 H 1.26709 -0.44565 1.19555  0.11
15 H -0.24755 -0.90611 1.96183  0.10
16 H 0.94721 -2.73815 0.61576  0.11
17 H -0.75531 -2.51638 0.16285  0.10
18 H -0.05735 -1.38099 -1.62042  0.06

Forces on atoms 1 to 2 (eV/Å):
C -0.0265 0.1610 0.0693
C -1.5455 -0.5392 0.1698


Values for highest occupied orbital energy, eV, ordered as above
-9.6 -13.0 -9.3
Values for ΔE to the lowest compared entry with this formula, charge and spin, eV, ordered as above
1.480 2.357 1.773
Values for LUMO level, eV, ordered as above
1.01 -4.35 0.98